Run one
Molecular formula: C45H90O45
Method: DFT, ωB97M-V with the def2-TZVPD basis set

Last column: Mulliken charge in e.
Geometry (Å):
O: -30.3381 -19.5381 -18.4442  -0.285
O: -27.8209 -18.7542 -11.2463  -0.272
O: -18.3966 -22.3461 -9.2671  -0.344
O: -23.8378 -28.8709 -10.5704  -0.369
O: -30.5592 -18.6287 -16.3719  -0.574
O: -25.0357 -27.6964 -12.1040  -0.643
O: -20.1995 -22.4628 -7.9056  -0.532
O: -25.1890 -22.1964 -17.3852  -0.629
O: -28.6750 -27.8265 -11.1259  0.621
O: -23.9499 -22.5769 -5.5318  -0.166
O: -26.2985 -22.4307 -11.4533  0.083
O: -33.9039 -26.3116 -9.4993  -0.413
O: -26.5607 -22.2894 -15.5917  0.092
O: -26.1883 -19.0597 -6.4673  -0.184
O: -33.3004 -19.6441 -8.5057  -0.370
O: -23.3488 -24.5107 -6.3471  -0.533
O: -26.8129 -17.5506 -5.0968  -0.329
O: -27.9634 -23.1895 -12.5236  0.036
O: -25.1437 -18.9472 -4.4835  -0.569
O: -28.3706 -26.3353 -16.0576  -0.184
O: -26.0349 -18.1718 -12.5095  -0.623
O: -31.5741 -20.4670 -9.4741  -0.329
O: -31.8495 -25.8213 -9.4050  -0.434
O: -27.4305 -22.0705 -17.5396  -0.006
O: -31.3338 -28.8873 -12.6987  0.040
O: -26.8126 -24.7166 -5.7971  -0.103
O: -27.9706 -23.5056 -10.3138  -0.319
O: -30.0252 -20.7770 -16.7289  -0.210
O: -34.9802 -22.9441 -15.8553  -0.389
O: -26.1084 -25.1052 -3.8181  -0.178
O: -28.5568 -28.4704 -15.8413  -0.294
O: -33.2383 -28.1067 -13.6403  -0.648
O: -29.9558 -27.4312 -17.2491  -0.622
O: -32.9409 -25.4982 -11.3685  -0.470
O: -24.7178 -23.1863 -7.5368  -0.011
O: -31.2765 -27.0598 -13.8204  0.439
O: -27.4268 -26.6381 -4.7699  -0.592
O: -24.9605 -27.1601 -9.9334  -0.277
O: -33.4318 -21.7437 -9.3117  -0.530
O: -20.2213 -21.5737 -10.0004  -0.343
O: -33.9179 -22.4766 -14.0725  -0.412
O: -28.7709 -27.7765 -9.0338  0.050
O: -27.6842 -29.5343 -9.9922  -0.633
O: -32.7545 -23.2350 -15.8920  -0.406
O: -27.9739 -18.8673 -13.3889  -0.312
C: -19.6765 -22.1869 -8.9396  0.752
C: -32.7563 -22.3621 -13.2384  0.546
C: -25.5045 -22.1406 -10.3039  -1.341
C: -31.8274 -25.9044 -14.4259  -0.476
C: -28.4864 -28.2303 -7.7029  -0.924
C: -26.8453 -25.5835 -4.8117  0.624
C: -28.3103 -28.5073 -10.0620  0.126
C: -23.5497 -29.8529 -11.5651  -0.708
C: -28.3746 -28.2589 -12.4389  -0.602
C: -27.4970 -23.0193 -11.3058  0.311
C: -28.6316 -25.1049 -16.7326  -0.501
C: -27.0251 -18.7297 -10.0791  -0.430
C: -30.3705 -19.5635 -17.1000  0.726
C: -27.1653 -18.5792 -12.4020  0.794
C: -34.7198 -19.5825 -8.3842  -0.668
C: -25.9676 -18.5652 -5.2752  0.720
C: -29.1271 -23.9786 -12.7777  2.143
C: -25.3170 -20.0809 -6.9527  -0.447
C: -23.7037 -25.6858 -7.0500  -0.364
C: -17.5655 -22.9180 -8.2593  -0.632
C: -32.8142 -20.7240 -9.1532  0.720
C: -23.3437 -22.9401 -4.3131  -0.807
C: -30.5746 -18.2596 -19.0097  -0.730
C: -26.2861 -22.1697 -16.8674  0.523
C: -25.4899 -22.1896 -14.6534  -0.118
C: -24.0087 -23.3788 -6.5856  0.392
C: -30.6325 -25.2350 -9.8084  1.587
C: -33.7717 -22.9135 -15.3259  0.869
C: -32.8844 -25.8932 -10.2314  0.657
C: -29.0497 -27.4140 -16.4569  0.793
C: -30.9128 -21.3601 -10.3519  0.293
C: -24.6613 -27.9031 -10.9826  0.829
C: -26.2783 -25.6485 -2.4928  -0.777
C: -26.6091 -16.6768 -4.0100  -0.686
C: -27.3016 -25.0611 -7.0823  -0.164
C: -32.0099 -29.9644 -12.0747  -0.913
C: -30.0528 -21.1617 -15.3494  -0.418
C: -21.6165 -21.4114 -10.0465  -0.642
C: -27.4122 -21.8828 -18.9416  -0.915
C: -35.1251 -26.6829 -10.0904  -0.626
C: -29.2586 -29.7106 -15.8948  -0.662
C: -27.5438 -18.7735 -14.7413  -0.143
C: -32.0449 -28.0459 -13.4216  0.325
C: -25.7709 -26.0245 -10.1199  0.134
C: -35.0899 -23.0443 -17.2516  -0.669
H: -25.5945 -25.2715 -9.3506  -0.758
H: -28.3581 -25.2840 -6.9204  0.567
H: -35.7552 -27.2952 -9.4479  0.247
H: -22.0706 -21.0753 -9.1089  0.298
H: -35.0262 -18.5774 -8.6750  0.262
H: -28.9550 -27.6633 -13.1355  -0.229
H: -27.3154 -25.5253 -2.1876  0.314
H: -26.1222 -22.0107 -9.4138  0.453
H: -25.9187 -22.2560 -13.6588  -0.345
H: -27.8723 -25.0836 -17.5216  0.544
H: -30.1778 -25.7623 -10.6506  -0.268
H: -27.4713 -16.0159 -3.9378  0.244
H: -29.0709 -29.1235 -7.4922  0.385
H: -32.9848 -29.7022 -11.6688  0.313
H: -26.5015 -17.7902 -9.9108  0.463
H: -23.2588 -24.0053 -4.1172  0.291
H: -32.2930 -23.3495 -13.2246  -0.236
H: -23.9375 -25.5218 -8.1003  0.019
H: -27.0617 -24.2944 -7.8098  -0.274
H: -29.4900 -23.5760 -13.7199  -1.596
H: -26.8315 -25.9880 -7.4219  0.071
H: -31.4154 -30.3162 -11.2325  0.251
H: -29.3445 -30.0378 -16.9257  0.373
H: -24.4053 -20.1163 -6.3617  0.402
H: -31.4237 -22.3094 -10.4827  -0.355
H: -22.1252 -22.2746 -10.4687  0.282
H: -27.5791 -19.7417 -15.2356  -0.418
H: -35.0334 -19.7582 -7.3587  0.253
H: -28.3816 -24.3145 -16.0262  -0.235
H: -25.0044 -21.1787 -10.4033  0.470
H: -26.5994 -17.2050 -3.0541  0.298
H: -29.9236 -21.6292 -9.9737  0.064
H: -25.8064 -21.0481 -6.9964  0.093
H: -26.9080 -22.6741 -19.4976  0.344
H: -24.9194 -21.2624 -14.7298  0.375
H: -35.9840 -23.5694 -17.5847  0.285
H: -32.4538 -26.0865 -15.2954  0.468
H: -27.7174 -18.8308 -9.2410  0.350
H: -28.7886 -25.0107 -12.8684  0.308
H: -28.2723 -18.1539 -15.2652  0.269
H: -30.3866 -18.2799 -20.0792  0.264
H: -26.7833 -21.0178 -19.1751  0.324
H: -29.8356 -22.2253 -15.3084  -0.274
H: -26.5836 -18.2814 -14.8717  0.434
H: -30.7255 -24.1896 -10.0920  -0.647
H: -24.8084 -22.9614 -10.1532  0.188
H: -27.3265 -28.0608 -12.6786  0.389
H: -16.6122 -23.1643 -8.7156  0.219
H: -35.1192 -22.0552 -17.7126  0.289
H: -30.6446 -20.8658 -11.2865  0.301
H: -25.5024 -25.3884 -10.9713  0.665
H: -26.8176 -26.3108 -10.1934  0.033
H: -24.9912 -19.7945 -7.9546  0.199
H: -25.6467 -25.0671 -1.8299  0.201
H: -28.5327 -29.3263 -12.5860  0.398
H: -34.2814 -23.5952 -17.7356  0.255
H: -29.3295 -20.5919 -14.7800  -0.149
H: -24.7408 -22.9644 -14.8148  0.443
H: -32.0127 -21.7184 -13.6968  -0.051
H: -29.6210 -24.9547 -17.1574  0.370
H: -18.0211 -23.7947 -7.8027  0.298
H: -27.4304 -28.4810 -7.5996  0.292
H: -31.5959 -17.9509 -18.7839  0.286
H: -28.7206 -30.4611 -15.3171  0.223
H: -29.9498 -23.9076 -12.0663  -0.569
H: -29.9277 -17.4735 -18.6130  0.295
H: -32.9896 -22.0157 -12.2396  0.220
H: -31.0694 -25.1615 -14.6596  -0.109
H: -34.9370 -27.2727 -10.9905  0.252
H: -25.7003 -16.0930 -4.1520  0.290
H: -23.4046 -29.4990 -12.5831  0.318
H: -30.1960 -29.6329 -15.3439  0.180
H: -28.7015 -27.4220 -7.0159  0.233
H: -26.3579 -19.5874 -9.9949  -0.134
H: -24.2835 -30.6583 -11.5786  0.271
H: -21.9053 -20.5333 -10.6298  0.362
H: -22.3185 -22.5572 -4.2765  0.300
H: -23.8595 -22.4232 -3.5064  0.285
H: -22.9308 -26.4489 -7.0140  0.453
H: -24.5907 -26.0838 -6.5498  0.060
H: -35.2217 -20.2453 -9.0858  0.325
H: -35.7121 -25.7923 -10.3242  0.264
H: -31.1124 -21.0837 -15.1252  0.561
H: -17.3934 -22.1786 -7.4759  0.295
H: -22.6018 -30.2674 -11.2202  0.284
H: -32.1169 -30.8148 -12.7478  0.300
H: -29.8638 -25.3136 -9.0453  -0.416
H: -28.4181 -21.6794 -19.2895  0.253
H: -32.4631 -25.4576 -13.6585  0.171
H: -25.9609 -26.6836 -2.6052  0.338

Its net charge is 0. The calculation puts the LUMO energy at 0.43 eV. For the frontier orbital gap, the calculation gives 11.03 eV.

---

Run two
Molecular formula: C45H90O45
Method: DFT, ωB97M-V with the def2-TZVPD basis set

Last column: Mulliken charge in e.
Geometry (Å):
O: 4.9630 4.5081 2.1435  -0.190
O: -0.3072 -6.3413 -3.7504  -0.587
O: 1.3539 -7.0970 2.3755  -0.375
O: -5.3943 -4.4809 1.4072  -0.239
O: -4.8094 -2.2815 -3.3076  -0.253
O: 1.1814 6.3086 -3.7277  -0.413
O: -4.5650 -5.2305 3.3018  -0.355
O: -5.0922 -0.7252 1.7299  0.309
O: 3.3061 4.6891 3.6453  -0.629
O: -3.8775 4.1494 -2.6697  -0.317
O: 0.1931 -2.5371 4.1950  -0.170
O: 7.0850 3.0611 -1.0207  -0.542
O: -0.5636 1.8442 3.7447  0.056
O: 2.6439 -0.2160 1.9328  0.026
O: -1.1217 0.7527 5.6892  -0.591
O: -7.0713 -0.1391 2.7501  -0.575
O: -0.8052 -0.3927 0.2339  0.045
O: 0.1115 -0.6903 -1.7617  -0.889
O: 2.3054 -6.1445 4.0376  -0.388
O: -6.8819 -0.6195 0.5537  -0.172
O: -4.0666 2.4698 -1.2884  -0.442
O: -0.6593 5.1844 1.9925  -0.649
O: 3.6794 1.8642 -3.6281  -0.264
O: 0.6698 4.6787 0.2537  0.415
O: 0.1957 2.6154 5.7094  -0.371
O: 4.6579 -0.9814 2.6543  -0.597
O: -2.5781 -6.6214 -3.7624  -0.260
O: 0.0578 -5.9166 3.7581  -0.509
O: 4.1756 -0.5239 0.4921  0.124
O: -3.4018 -0.6288 -3.5764  -0.105
O: -1.3271 -3.2838 2.6881  -0.160
O: 3.2204 3.2025 1.9952  0.138
O: 7.8071 3.8808 0.9099  -0.345
O: 0.9487 -3.0461 2.3383  0.114
O: 7.7709 5.1792 -0.8714  -0.381
O: -3.4835 -2.2585 -5.0911  -0.631
O: -1.5152 -1.9839 -1.1893  0.484
O: -2.1310 2.7663 -2.4690  -0.433
O: -4.1898 -6.3549 1.3898  -0.625
O: 0.0766 4.8947 -4.8924  -0.478
O: 1.3458 6.1587 1.5070  -0.047
O: 1.3001 4.1141 -3.1256  -0.084
O: 3.2809 -0.3342 -4.1141  -0.646
O: -1.7154 -4.5921 -3.6376  -0.062
O: 2.8755 1.4629 -5.5419  -0.298
C: 3.2701 0.8693 -4.4166  0.925
C: -2.3050 -8.0218 -4.1416  -0.690
C: 0.8911 -3.5508 1.0085  -0.312
C: 0.8837 3.5365 4.8332  0.029
C: 7.5185 2.5538 1.3537  -0.284
C: -0.7436 -0.9562 -0.7901  -0.002
C: -0.5569 1.6569 5.1112  0.505
C: -1.4186 -5.8515 -3.6836  0.542
C: -0.6689 -2.8263 5.3298  -0.922
C: -3.6437 -6.0531 3.9988  -0.404
C: 5.5346 5.7329 2.4694  -0.737
C: 5.4587 -0.9402 0.1958  -0.958
C: 0.9622 0.4044 -1.5670  1.302
C: -5.5766 -4.6081 -0.0296  -0.446
C: 3.8018 4.2020 2.6381  0.308
C: 3.8754 -0.5981 1.8251  0.352
C: 7.3658 5.4381 -2.2376  -0.642
C: -3.2607 3.1181 -2.1285  0.643
C: 1.1432 -6.3794 3.4718  0.815
C: -5.2968 4.2158 -2.5699  -0.794
C: -0.3490 3.8505 -0.4149  -0.562
C: -2.1830 -0.0660 -4.1249  0.469
C: -0.1989 -3.0215 3.0058  0.415
C: -3.5676 1.2651 -0.6253  0.260
C: 0.3487 5.3198 1.3412  0.704
C: 0.1377 -7.3976 1.6101  -0.291
C: -3.8438 -1.7946 -4.0589  0.918
C: 2.6777 0.5498 -6.6564  -0.771
C: 2.4220 -5.2356 5.0957  -0.299
C: -5.3848 -3.5798 -3.7791  -0.769
C: 1.0600 7.2060 2.5117  -0.784
C: -8.2769 -0.2865 0.4920  -0.826
C: -1.6138 1.2481 2.9608  0.577
C: 1.9445 6.5221 -2.5632  -0.246
C: -4.4780 -1.1059 2.9768  -0.333
C: -0.4347 -3.7484 -3.8053  -0.258
C: -2.6093 -2.3889 -0.3191  0.127
C: -6.4054 -0.4539 1.8010  0.439
C: 0.8651 5.0125 -3.7999  0.464
C: 7.5206 3.9705 -0.3971  0.923
C: -4.6517 -5.4195 1.9884  0.869
C: 3.6548 2.9406 0.6485  0.264
C: 4.3287 1.5572 -2.3914  -0.328
C: 2.1623 0.0350 3.2811  0.265
C: -0.6099 3.5688 -5.0041  0.768
H: 1.8245 0.1423 -2.1772  -0.289
H: -4.5979 -4.5163 -0.4999  0.116
H: 6.5331 2.2445 1.2173  -0.161
H: -1.5927 -8.6120 -3.5093  0.265
H: 2.8618 2.4470 0.1627  -0.126
H: 2.8167 5.7902 -2.5177  0.100
H: 3.7871 3.8173 0.0224  0.617
H: -2.5647 1.1752 -0.8914  -0.458
H: -1.4862 1.6016 1.9217  -0.803
H: 1.8035 -5.5643 5.9488  0.258
H: 1.4850 6.3288 -1.6043  -0.062
H: -1.9107 0.8246 -3.5555  -0.604
H: -2.3161 0.1489 -5.2156  0.463
H: -8.8458 -0.8548 1.1920  0.331
H: -3.3075 -8.4556 -4.0020  0.223
H: 0.1111 2.8423 -5.3724  0.124
H: -8.5848 -0.4924 -0.5589  0.202
H: -5.6011 4.0705 -1.5707  0.330
H: 3.6503 0.0370 -6.6886  0.342
H: -4.9612 -3.7710 -4.7892  0.378
H: 1.1802 -0.4511 3.4087  -0.480
H: 0.0723 7.6285 2.2319  0.341
H: -4.1157 0.4673 -1.1169  0.147
H: 1.9957 -4.2608 4.7483  -0.067
H: 4.7073 6.4682 2.6209  0.305
H: -2.8981 -3.3018 -0.7474  -0.035
H: -1.3946 -2.0576 5.5553  0.277
H: -1.3884 3.7075 -5.7505  0.318
H: 3.3964 -5.1240 5.5505  0.308
H: -5.0942 -4.4044 -3.1098  0.169
H: 5.5952 -2.0664 0.1607  0.240
H: 4.5737 2.3578 0.6800  -0.516
H: 6.1784 5.7130 3.4162  0.251
H: 0.3005 -4.2246 -3.1343  0.326
H: -3.3853 -1.6141 -0.2732  0.104
H: 8.2578 1.7859 1.0102  0.356
H: -6.4345 -3.3630 -3.6847  0.287
H: 1.6857 3.9402 5.4495  0.241
H: 0.5728 1.4064 -1.8345  -0.071
H: -8.4073 0.7729 0.6230  0.331
H: -0.0534 -4.1657 0.9156  -0.032
H: 2.5819 1.1428 -7.5432  0.238
H: 5.6884 -0.4785 -0.7709  0.143
H: 3.5636 1.2612 -1.6671  0.026
H: -1.1803 -3.6976 5.0439  0.312
H: 6.6449 6.3075 -2.2429  0.213
H: -1.3816 -0.8309 -3.9702  -0.269
H: -1.0969 3.2571 -4.0501  -0.597
H: -6.0431 -5.6177 -0.2627  0.377
H: -0.1318 -3.9171 -4.8339  0.534
H: -3.6090 1.2593 0.4472  0.140
H: -3.9048 -7.0744 3.8467  0.362
H: -2.0337 -8.0383 -5.1995  0.307
H: 0.9041 -2.7263 0.3108  -0.228
H: -4.7189 -2.1521 3.1651  0.344
H: 4.9723 0.6865 -2.5536  0.579
H: 2.9400 -0.4079 3.9745  0.532
H: -3.4617 -1.1378 2.7181  -0.382
H: 1.2710 0.4407 -0.5447  0.005
H: 1.3167 3.1263 3.9091  -0.228
H: -0.0538 -2.9917 6.2281  0.250
H: 0.2604 4.3999 4.5159  0.203
H: 0.5659 -7.7410 0.6389  0.207
H: -5.5918 5.2465 -2.8095  0.282
H: -0.6175 -2.7088 -3.5560  -0.398
H: 0.1702 3.4204 -1.2662  -0.391
H: 6.1727 -0.6805 0.9456  0.431
H: -6.2308 -3.7611 -0.3754  0.217
H: -0.6191 3.0522 0.2545  -0.132
H: 1.8915 7.8851 2.4363  0.259
H: -3.6680 -5.7242 5.0434  0.224
H: 1.8975 -0.0711 -6.3814  0.301
H: 7.7672 2.6489 2.3878  0.366
H: 6.8866 4.5439 -2.6084  0.330
H: 1.1160 6.7771 3.5076  0.226
H: 2.2039 7.5865 -2.5616  0.354
H: 4.8688 2.4459 -2.0712  -0.073
H: -0.5208 -8.1714 2.1290  0.261
H: -5.7882 3.4639 -3.2104  0.280
H: 1.8057 -4.1925 0.9179  0.476
H: 8.2314 5.7863 -2.8093  0.258
H: -2.2613 -2.4781 0.7108  -0.551
H: -1.4328 0.1546 3.0007  -0.217
H: -1.1617 4.4769 -0.7461  0.552
H: -2.6288 1.5005 3.2833  0.493
H: -4.7694 -0.4543 3.7852  0.472
H: 2.2119 1.1447 3.3918  -0.300
H: -2.6424 -5.8788 3.6552  0.037
H: -0.3973 -6.4979 1.4321  0.051
H: 6.1667 6.1434 1.6756  0.215

Its net charge is 0. The calculation puts the LUMO energy at 0.43 eV. For the frontier orbital gap, the calculation gives 10.93 eV.

---

Of all the structures shown, which is most stable? run one, and run two is the least stable.